No. 1
A 3-piece molecular cluster, C36H65N4O4S2 overall in a non-equilibrium geometry. Source: OMol25; level of theory: ωB97M-V/def2-TZVPD.

Output
frontier orbital gap	0.3023	hartree
net charge	+1

Element x y z (Å)
C (-3.1202, 2.0889, 3.1727)
C (-2.4067, 1.5313, 1.8442)
C (-3.3330, 1.6798, 0.5075)
C (-2.5788, 0.8537, -0.6459)
C (-3.3796, 0.7520, -2.0382)
C (-2.4403, 0.4918, -3.3272)
C (-1.1207, -0.3610, -3.0068)
C (-0.1090, -0.4550, -4.2840)
C (0.9813, 0.7467, -4.1853)
C (2.3749, 0.2533, -3.5108)
C (3.2748, -0.6073, -4.5255)
C (4.6940, -1.0546, -3.8609)
C (4.7023, -2.5974, -3.4050)
C (5.0655, -2.7815, -1.8314)
C (4.1007, -1.8677, -0.9236)
N (4.5462, -0.6350, -0.2792)
C (3.3637, -0.1732, 0.4042)
C (3.5123, 1.2038, 1.2090)
N (2.6481, 2.3081, 0.6242)
N (2.1827, -0.9820, 0.2887)
C (0.8833, -0.6337, 0.9432)
C (-0.0926, -1.8773, 1.2183)
C (-0.7987, -1.8421, 2.6762)
C (-1.4511, -3.2131, 3.1232)
C (-2.1397, -3.4029, 4.4999)
C (-2.1825, -2.1592, 5.4637)
C (-1.5527, -0.7834, 5.0188)
C (-0.8573, -0.6034, 3.6096)
C (2.5823, -2.0859, -0.5851)
N (1.7106, -3.1803, -1.0461)
C (2.1516, -4.4219, -0.2681)
C (0.9156, -5.4717, -0.0999)
H (-2.3171, 2.2534, 3.9777)
H (-3.7031, 3.0714, 2.9806)
H (-3.8104, 1.2460, 3.5770)
H (-1.4170, 2.1169, 1.6808)
H (-2.0894, 0.4312, 1.9785)
H (-3.4537, 2.7940, 0.2567)
H (-4.3645, 1.2288, 0.7436)
H (-1.5757, 1.4066, -0.8390)
H (-2.4203, -0.2109, -0.2561)
H (-4.0031, 1.7036, -2.2175)
H (-4.1591, -0.0988, -1.9081)
H (-3.0978, -0.0902, -4.0860)
H (-2.1862, 1.4951, -3.8395)
H (-1.4493, -1.4246, -2.7312)
H (-0.4873, 0.0425, -2.1437)
H (0.4348, -1.4661, -4.3415)
H (-0.7477, -0.3245, -5.2310)
H (0.5464, 1.5518, -3.4753)
H (1.1386, 1.2190, -5.2244)
H (2.9811, 1.2135, -3.2347)
H (2.1672, -0.3324, -2.5459)
H (2.6872, -1.5381, -4.8401)
H (3.5006, 0.0183, -5.4743)
H (5.4750, -0.9487, -4.7129)
H (5.0215, -0.3334, -3.0336)
H (3.6360, -3.0100, -3.5268)
H (5.4707, -3.1935, -4.0349)
H (4.8078, -3.8782, -1.5607)
H (6.1688, -2.5964, -1.5956)
H (5.4603, -0.1604, -0.2878)
H (3.1757, 1.0945, 2.2967)
H (4.6206, 1.5293, 1.1069)
H (2.3117, 2.0263, -0.3185)
H (1.8260, 2.4475, 1.2379)
H (0.3397, 0.1114, 0.2380)
H (1.1450, -0.0195, 1.8851)
H (0.4071, -2.9060, 1.1416)
H (-0.9424, -1.8272, 0.4309)
H (-1.4190, -4.1204, 2.4065)
H (-2.5675, -4.4328, 4.7615)
H (-2.6752, -2.3241, 6.4795)
H (-1.6071, 0.0885, 5.7719)
H (-0.3951, 0.3954, 3.2842)
H (1.9834, -3.4139, -2.0265)
H (2.3517, -4.0337, 0.8065)
H (3.0917, -4.9076, -0.7051)
H (1.0684, -5.9936, 0.9229)
H (0.9223, -6.2920, -0.8952)
H (-0.1022, -4.9320, -0.0105)
C (-7.8183, -1.7051, 4.3947)
C (-6.8292, -1.6045, 5.5577)
C (-5.7420, -0.6080, 5.1506)
S (-6.5088, 0.5245, 3.9965)
O (-5.8898, 0.3503, 2.7015)
O (-6.6427, 1.8213, 4.6202)
C (-8.1055, -0.2706, 3.9711)
H (-8.7321, -2.2284, 4.6838)
H (-7.3600, -2.2559, 3.5667)
H (-7.3503, -1.2379, 6.4482)
H (-6.3986, -2.5770, 5.8073)
H (-5.3657, -0.0500, 6.0089)
H (-4.9155, -1.1047, 4.6383)
H (-8.5427, -0.1957, 2.9757)
H (-8.7417, 0.2354, 4.7008)
C (5.3085, 5.3406, -2.8271)
C (4.4205, 5.9521, -1.7419)
C (2.9657, 5.7094, -2.1488)
S (2.9654, 4.2195, -3.1391)
O (2.5796, 4.5639, -4.4868)
O (2.3232, 3.1553, -2.3988)
C (4.7302, 3.9593, -3.1052)
H (6.3523, 5.2821, -2.5118)
H (5.2620, 5.9553, -3.7318)
H (4.6226, 5.4591, -0.7850)
H (4.6200, 7.0178, -1.6096)
H (2.3233, 5.5658, -1.2791)
H (2.5812, 6.5244, -2.7647)
H (5.0628, 3.5373, -4.0536)
H (4.9500, 3.2684, -2.2875)

Löwdin atomic charge list, values in e, 99 entries: number 1, C, carries -0.117; number 2, C, carries -0.272; number 3, C, carries -0.193; number 4, C, carries -0.238; number 5, C, carries -0.204; number 6, C, carries -0.206; number 7, C, carries -0.226; number 8, C, carries -0.189; number 9, C, carries -0.191; number 10, C, carries -0.208; number 11, C, carries -0.193; number 12, C, carries -0.197; number 13, C, carries -0.182; number 14, C, carries -0.122; number 15, C, carries -0.079; number 16, N, carries 0.158; number 17, C, carries -0.121; number 18, C, carries -0.159; number 19, N, carries 0.004; number 20, N, carries 0.047; number 21, C, carries -0.099; number 22, C, carries -0.122; number 23, C, carries -0.153; number 24, C, carries -0.031; number 25, C, carries -0.062; number 26, C, carries -0.072; number 27, C, carries -0.045; number 28, C, carries -0.053; number 29, C, carries -0.140; number 30, N, carries 0.003; number 31, C, carries -0.239; number 32, C, carries -0.098; number 33, H, carries 0.065; number 34, H, carries 0.098; number 35, H, carries 0.052; number 36, H, carries 0.101; number 37, H, carries 0.064; number 38, H, carries 0.121; number 39, H, carries 0.109; number 40, H, carries 0.109; number 41, H, carries 0.099; number 42, H, carries 0.113; number 43, H, carries 0.119; number 44, H, carries 0.119; number 45, H, carries 0.119; number 46, H, carries 0.112; number 47, H, carries 0.074; number 48, H, carries 0.095; number 49, H, carries 0.110; number 50, H, carries 0.100; number 51, H, carries 0.121; number 52, H, carries 0.087; number 53, H, carries 0.093; number 54, H, carries 0.099; number 55, H, carries 0.123; number 56, H, carries 0.114; number 57, H, carries 0.094; number 58, H, carries 0.097; number 59, H, carries 0.127; number 60, H, carries 0.104; number 61, H, carries 0.123; number 62, H, carries 0.170; number 63, H, carries 0.128; number 64, H, carries 0.123; number 65, H, carries 0.052; number 66, H, carries 0.070; number 67, H, carries 0.130; number 68, H, carries 0.117; number 69, H, carries 0.085; number 70, H, carries 0.121; number 71, H, carries 0.095; number 72, H, carries 0.093; number 73, H, carries 0.087; number 74, H, carries 0.096; number 75, H, carries 0.083; number 76, H, carries 0.113; number 77, H, carries 0.121; number 78, H, carries 0.110; number 79, H, carries 0.083; number 80, H, carries 0.076; number 81, H, carries 0.074; number 82, C, carries -0.222; number 83, C, carries -0.216; number 84, C, carries -0.234; number 85, S, carries 0.655; number 86, O, carries -0.334; number 87, O, carries -0.320; number 88, C, carries -0.231; number 89, H, carries 0.118; number 90, H, carries 0.121; number 91, H, carries 0.120; number 92, H, carries 0.114; number 93, H, carries 0.107; number 94, H, carries 0.088; number 95, H, carries 0.111; number 96, H, carries 0.112; number 97, C, carries -0.219; number 98, C, carries -0.213; number 99, C, carries -0.216

---

No. 2
C25H38F2N4O13P2S as an isolated structure in a non-equilibrium geometry. Source: OMol25; level of theory: ωB97M-V/def2-TZVPD.

Output
frontier orbital gap	0.3075	hartree

Element x y z (Å)
C (-5.9317, 2.5666, 3.8177)
C (-5.1468, 2.2144, 2.5779)
C (-5.5627, 1.2965, 1.6623)
O (-6.8202, 0.6626, 1.8853)
C (-6.6509, -0.2435, 2.8119)
N (-6.4126, -1.1482, 3.4732)
C (-4.8261, 0.9630, 0.4784)
C (-5.2827, -0.0230, -0.5865)
C (-6.1169, -1.2318, -0.0817)
C (-5.8600, -2.4135, -1.0114)
O (-5.3476, -3.4171, -0.6185)
O (-6.2513, -2.3107, -2.3214)
C (-3.6364, 1.6180, 0.2829)
N (-2.8613, 1.3353, -0.9184)
C (-2.5838, 2.5048, -1.6825)
O (-3.4425, 3.0166, -2.3155)
F (-1.3773, 3.0426, -1.6696)
C (-1.7081, 0.5473, -0.6324)
O (-0.6853, 0.9166, -0.1792)
F (-1.8410, -0.7614, -0.8725)
C (-3.1519, 2.5859, 1.2052)
N (-2.0308, 3.3210, 1.1247)
S (-2.0222, 4.2496, 2.4210)
N (-3.3944, 3.8434, 3.1639)
C (-3.9122, 2.8995, 2.3718)
H (-6.8802, 2.0313, 3.8359)
H (-5.3820, 2.2797, 4.7184)
H (-6.1354, 3.6364, 3.8825)
H (-5.7670, 0.5293, -1.4004)
H (-4.3728, -0.4362, -1.0280)
H (-7.1723, -0.9620, -0.1923)
H (-5.8835, -1.5495, 0.9291)
H (-6.0622, -1.3991, -2.5850)
O (4.2246, -2.3639, -3.8061)
P (2.8749, -2.4656, -4.4263)
O (1.8550, -2.3151, -3.1524)
C (1.7342, -1.0417, -2.5165)
C (0.9389, -0.0573, -3.3570)
O (2.8204, -4.0829, -4.6924)
C (3.9976, -4.8900, -4.7165)
C (4.1855, -5.5925, -3.3880)
O (1.7565, -2.1848, -5.5727)
C (0.8150, -3.1509, -6.0622)
C (-0.1615, -3.6637, -5.0288)
H (2.7273, -0.6418, -2.2918)
H (1.2226, -1.2117, -1.5689)
H (1.4724, 0.1985, -4.2751)
H (0.7632, 0.8642, -2.7981)
H (-0.0209, -0.4859, -3.6493)
H (4.8737, -4.3024, -4.9853)
H (3.8568, -5.6329, -5.5052)
H (4.1881, -4.8824, -2.5610)
H (5.1224, -6.1513, -3.3721)
H (3.3622, -6.2856, -3.2065)
H (1.3328, -3.9657, -6.5642)
H (0.2527, -2.6287, -6.8393)
H (0.3286, -4.2757, -4.2742)
H (-0.9194, -4.2792, -5.5165)
H (-0.6559, -2.8397, -4.5141)
O (4.1072, 0.0148, 4.6711)
P (3.4398, 1.1781, 4.0246)
O (3.7356, 0.9580, 2.4308)
C (3.0679, -0.1096, 1.7492)
C (1.6021, 0.2049, 1.5088)
O (4.5259, 2.3517, 4.3943)
C (5.4838, 2.1981, 5.4411)
C (6.8278, 1.7914, 4.8735)
O (2.2481, 2.2718, 3.8298)
C (2.4439, 3.6642, 3.5544)
C (3.1277, 3.9595, 2.2393)
H (3.1774, -1.0392, 2.3145)
H (3.5782, -0.2409, 0.7952)
H (1.0535, 0.2549, 2.4536)
H (1.1424, -0.5642, 0.8897)
H (1.4887, 1.1688, 1.0177)
H (5.1372, 1.4912, 6.1929)
H (5.5747, 3.1694, 5.9334)
H (6.7430, 0.8971, 4.2561)
H (7.5455, 1.5982, 5.6723)
H (7.2228, 2.5814, 4.2325)
H (2.9488, 4.1495, 4.3876)
H (1.4381, 4.0909, 3.5232)
H (4.1684, 3.6416, 2.2421)
H (3.1076, 5.0345, 2.0505)
H (2.6288, 3.4483, 1.4158)

Atom-resolved charges from Löwdin, all expressed in e: number 1, C, carries -0.001; number 2, C, carries -0.113; number 3, C, carries -0.116; number 4, O, carries 0.063; number 5, C, carries -0.354; number 6, N, carries 0.213; number 7, C, carries -0.025; number 8, C, carries -0.082; number 9, C, carries -0.073; number 10, C, carries -0.512; number 11, O, carries 0.141; number 12, O, carries 0.101; number 13, C, carries -0.092; number 14, N, carries 0.108; number 15, C, carries -0.490; number 16, O, carries 0.198; number 17, F, carries 0.163; number 18, C, carries -0.449; number 19, O, carries 0.189; number 20, F, carries 0.154; number 21, C, carries -0.264; number 22, N, carries -0.196; number 23, S, carries 1.071; number 24, N, carries -0.185; number 25, C, carries -0.313; number 26, H, carries 0.076; number 27, H, carries 0.104; number 28, H, carries 0.095; number 29, H, carries 0.141; number 30, H, carries 0.110; number 31, H, carries 0.132; number 32, H, carries 0.108; number 33, H, carries 0.101; number 34, O, carries -0.215; number 35, P, carries 0.582; number 36, O, carries -0.206; number 37, C, carries -0.274; number 38, C, carries -0.074; number 39, O, carries -0.242; number 40, C, carries -0.282; number 41, C, carries -0.073; number 42, O, carries -0.219; number 43, C, carries -0.259; number 44, C, carries -0.072; number 45, H, carries 0.113; number 46, H, carries 0.105; number 47, H, carries 0.073; number 48, H, carries 0.071; number 49, H, carries 0.073; number 50, H, carries 0.105; number 51, H, carries 0.116; number 52, H, carries 0.076; number 53, H, carries 0.077; number 54, H, carries 0.076; number 55, H, carries 0.114; number 56, H, carries 0.120; number 57, H, carries 0.072; number 58, H, carries 0.084; number 59, H, carries 0.072; number 60, O, carries -0.214; number 61, P, carries 0.583; number 62, O, carries -0.207; number 63, C, carries -0.266; number 64, C, carries -0.091; number 65, O, carries -0.243; number 66, C, carries -0.283; number 67, C, carries -0.073; number 68, O, carries -0.220; number 69, C, carries -0.263; number 70, C, carries -0.070; number 71, H, carries 0.113; number 72, H, carries 0.116; number 73, H, carries 0.076; number 74, H, carries 0.063; number 75, H, carries 0.065; number 76, H, carries 0.105; number 77, H, carries 0.116; number 78, H, carries 0.077; number 79, H, carries 0.077; number 80, H, carries 0.075; number 81, H, carries 0.114; number 82, H, carries 0.105; number 83, H, carries 0.072; number 84, H, carries 0.083; number 85, H, carries 0.074

---

No. 3
One molecule with the formula C3H6O2S in a non-equilibrium geometry. Source: OMol25; level of theory: ωB97M-V/def2-TZVPD.

Output
energy above the lowest of the compared OMol25 structures with the same formula, charge and spin	71.0	kcal per mole
frontier orbital gap	0.3384	hartree

Element x y z (Å)
C (0.1269, 0.3599, -0.2907)
C (-0.7515, -0.2862, -1.5587)
C (-0.0776, 0.0924, 1.1489)
O (2.0671, 1.8778, 0.3243)
O (-0.3912, -1.2485, 1.3908)
S (1.3902, 1.2192, -0.8404)
H (-1.7400, 0.0153, -1.4658)
H (-0.0679, -0.0717, -2.3226)
H (-0.7802, -1.4373, -1.2867)
H (-1.0254, 0.7359, 1.4842)
H (0.8147, 0.3007, 1.6020)
H (0.4347, -1.5576, 1.8148)

Atom-resolved charges from natural (NBO), all expressed in e: number 1, C, carries -0.271; number 2, C, carries -0.616; number 3, C, carries -0.128; number 4, O, carries -0.939; number 5, O, carries -0.700; number 6, S, carries 1.110; number 7, H, carries 0.226; number 8, H, carries 0.219; number 9, H, carries 0.232; number 10, H, carries 0.187; number 11, H, carries 0.208; number 12, H, carries 0.474

---

| no. | molar mass (g mol⁻¹) |
| --- | --- |
| 1 | 682.07 |
| 2 | 734.61 |
| 3 | 106.15 |